{
  "formula": "C32H43BiN6O4PSi",
  "method": "wB97M-V/def2-TZVPD",
  "gap_ev": 8.09,
  "e_lumo_ev": -2.20,
  "total_charge": 1,
  "elements": ["Bi", "C", "C", "N", "C", "C", "C", "C", "C", "C", "C", "N", "C", "C", "N", "N", "H", "H", "H", "H", "H", "H", "H", "H", "H", "H", "H", "H", "H", "H", "H", "H", "H", "H", "O", "C", "O", "C", "C", "N", "N", "C", "C", "O", "O", "H", "H", "H", "C", "Si", "C", "C", "C", "C", "C", "C", "C", "H", "H", "H", "H", "H", "H", "H", "H", "H", "H", "H", "C", "P", "C", "C", "C", "C", "C", "C", "C", "H", "H", "H", "H", "H", "H", "H", "H", "H", "H", "H"],
  "coordinates": [[-0.064, 0.333, -0.135], [-2.277, -2.449, -0.961], [-1.585, -1.951, -2.209], [-0.154, -1.704, -1.991], [0.674, -2.902, -1.917], [0.847, -3.447, -0.511], [1.276, -4.752, -0.325], [1.441, -5.211, 0.973], [1.147, -4.362, 2.025], [0.718, -3.068, 1.748], [0.374, -2.142, 2.904], [-0.404, -0.970, 2.549], [-1.853, -1.143, 2.578], [-2.395, -2.007, 1.448], [-2.262, -1.429, 0.095], [0.594, -2.616, 0.501], [-1.751, -3.328, -0.588], [-3.291, -2.774, -1.216], [-2.038, -1.009, -2.535], [-1.740, -2.675, -3.017], [0.175, -1.156, -2.781], [1.657, -2.643, -2.324], [0.287, -3.700, -2.561], [1.463, -5.397, -1.176], [1.774, -6.224, 1.160], [1.233, -4.697, 3.052], [1.312, -1.808, 3.354], [-0.130, -2.749, 3.668], [-0.143, -0.204, 3.154], [-2.305, -0.151, 2.528], [-2.193, -1.597, 3.519], [-3.440, -2.247, 1.673], [-1.860, -2.956, 1.445], [-3.038, -0.802, -0.072], [5.491, 2.502, 1.559], [5.591, 1.210, 1.299], [6.554, 0.552, 1.595], [4.442, 0.551, 0.601], [4.487, -0.765, 0.204], [3.310, -1.044, -0.374], [2.487, 0.015, -0.386], [3.160, 0.989, 0.218], [2.439, 2.283, 0.463], [3.066, 3.269, 0.828], [1.167, 2.242, 0.284], [4.619, 2.872, 1.264], [5.283, -1.487, 0.302], [2.998, -1.926, -0.742], [-2.489, 1.962, -2.578], [-0.639, 1.694, -2.432], [0.296, 3.300, -2.590], [-0.059, 0.671, -3.904], [-0.928, 0.158, -4.869], [-0.450, -0.585, -5.945], [0.909, -0.835, -6.068], [1.794, -0.337, -5.116], [1.312, 0.406, -4.047], [-2.696, 2.687, -3.372], [-2.924, 2.348, -1.652], [-3.026, 1.040, -2.826], [0.144, 3.659, -3.612], [1.367, 3.143, -2.442], [-0.021, 4.077, -1.896], [-1.995, 0.344, -4.793], [-1.140, -0.965, -6.689], [1.282, -1.412, -6.906], [2.857, -0.519, -5.216], [2.015, 0.790, -3.311], [-1.020, 2.585, 2.814], [-1.712, 2.513, 1.122], [-1.321, 4.183, 0.504], [-3.513, 2.596, 1.437], [-4.143, 3.797, 1.766], [-5.499, 3.824, 2.065], [-6.247, 2.654, 2.044], [-5.635, 1.455, 1.714], [-4.281, 1.434, 1.410], [-1.434, 3.449, 3.336], [0.066, 2.678, 2.762], [-1.288, 1.686, 3.369], [-1.532, 4.927, 1.270], [-1.904, 4.404, -0.390], [-0.256, 4.218, 0.276], [-3.591, 4.728, 1.785], [-5.972, 4.766, 2.311], [-7.303, 2.679, 2.279], [-6.211, 0.538, 1.682], [-3.821, 0.497, 1.141]],
  "lowdin_charge": [1.61, -0.20, -0.20, -0.14, -0.15, -0.29, -0.02, -0.03, -0.01, -0.26, -0.16, -0.14, -0.22, -0.20, -0.12, 0.11, 0.11, 0.13, 0.09, 0.13, 0.04, 0.12, 0.13, 0.12, 0.12, 0.12, 0.14, 0.13, 0.09, 0.07, 0.13, 0.13, 0.11, 0.09, 0.14, -0.50, 0.12, -0.04, 0.02, 0.04, -0.03, -0.15, -0.56, 0.08, -0.32, 0.07, 0.15, 0.13, -0.22, 0.45, -0.19, -0.35, -0.10, -0.07, -0.07, -0.08, -0.13, 0.05, 0.00, 0.02, 0.05, 0.03, 0.01, 0.10, 0.11, 0.11, 0.11, 0.10, -0.24, 0.83, -0.25, -0.37, -0.08, -0.06, -0.07, -0.07, -0.11, 0.06, 0.05, 0.03, 0.05, 0.05, 0.03, 0.10, 0.11, 0.11, 0.11, 0.06]
}